Here is C5H11N3O2 in the gas phase in a non-equilibrium geometry from OMol25. Energies are from ωB97M-V/def2-TZVPD.

Its HOMO energy is -0.3548 Eh. As for the structure (SMILES): O=C1NCN(CCO)CN1. The lowest unoccupied orbital energy comes out at 0.6 eV. The energy above the lowest of the compared OMol25 structures with the same formula, charge and spin is 1.0856 eV. The total charge is 0. As for the total energy: -511.8663 Ha.

Geometry as XYZ:
```
21
C5H11N3O2 ωB97M-V/def2-TZVPD
O -3.238 -1.001 -0.968
C -2.261 -0.519 -0.433
N -1.746 0.723 -0.827
C -0.838 1.504 -0.042
N 0.129 0.644 0.516
C 1.031 0.079 -0.527
C 2.466 -0.038 -0.033
O 3.244 -0.834 -0.917
C -0.496 -0.391 1.259
N -1.458 -1.137 0.521
H -2.447 1.177 -1.392
H -1.373 1.873 0.836
H -0.397 2.290 -0.652
H 1.045 0.799 -1.377
H 0.651 -0.875 -0.876
H 2.538 -0.478 0.948
H 2.933 0.956 0.044
H 2.863 -1.742 -0.752
H 0.212 -1.135 1.714
H -1.033 0.120 2.069
H -1.824 -2.015 0.890
```

Results of the Löwdin charge analysis, in e, for atoms 1 through 5: 0.053 -0.540 0.089 -0.218 -0.142